Molecular formula: C19H46AlN2S2SbSi
Method: DFT, wB97M-V/def2-TZVPD

Each line ends with the Löwdin charge.
Atoms and positions in Å:
Al 0.143 0.678 -0.601  -0.40
C -3.301 -0.518 0.316  -0.09
C -2.391 0.208 1.308  -0.60
C -1.550 -0.860 2.016  -0.07
C -3.264 0.911 2.358  -0.08
C -1.392 1.171 0.638  -0.33
H -3.874 -1.296 0.837  0.08
H -2.697 -0.996 -0.460  0.01
H -3.994 0.166 -0.174  0.07
H -2.189 -1.557 2.574  0.08
H -0.852 -0.399 2.722  0.06
H -0.966 -1.430 1.289  0.07
H -3.947 0.196 2.836  0.06
H -3.846 1.714 1.902  0.06
H -2.636 1.354 3.140  0.07
H -0.832 1.648 1.458  0.07
C 3.638 1.411 -0.786  -0.23
Si 2.456 0.482 0.398  0.64
C 2.790 1.338 2.122  -0.65
C 2.195 0.542 3.285  -0.11
C 4.272 1.605 2.402  -0.12
C 2.083 2.701 2.080  -0.13
C 3.133 -1.346 0.408  -0.66
C 3.348 -1.756 -1.056  -0.14
C 4.454 -1.554 1.150  -0.13
C 2.068 -2.282 0.993  -0.12
H 4.700 1.197 -0.614  0.01
H 3.486 2.492 -0.695  0.01
H 3.393 1.141 -1.816  0.02
H 2.702 -0.414 3.438  0.06
H 1.135 0.331 3.121  0.06
H 2.279 1.116 4.220  0.07
H 4.857 0.689 2.479  0.05
H 4.377 2.148 3.355  0.07
H 4.721 2.223 1.621  0.07
H 1.005 2.594 1.961  0.04
H 2.422 3.318 1.245  0.06
H 2.275 3.254 3.014  0.07
H 4.177 -1.202 -1.506  0.06
H 2.451 -1.589 -1.661  0.01
H 3.597 -2.827 -1.103  0.07
H 5.237 -0.886 0.778  0.07
H 4.804 -2.587 0.996  0.07
H 4.363 -1.399 2.227  0.05
H 1.155 -2.241 0.393  0.05
H 1.808 -2.028 2.026  0.06
H 2.428 -3.323 0.984  0.07
C -2.906 4.572 -0.231  -0.18
N -2.496 3.420 0.552  -0.10
C -1.859 2.353 -0.228  -0.85
N -2.773 1.940 -1.281  0.04
S -0.201 2.960 -0.991  0.52
H -3.252 5.360 0.443  0.06
H -3.745 4.299 -0.872  0.06
H -2.101 4.976 -0.862  0.04
H -1.793 3.716 1.221  0.09
H -2.444 1.055 -1.663  0.01
H -2.676 2.594 -2.050  0.05
S -0.113 -0.763 -2.210  0.05
C -2.194 -3.563 -2.066  -0.38
Sb -2.729 -1.930 -3.365  1.11
C -4.261 -3.248 -4.347  -0.41
C -1.367 -2.438 -4.955  -0.39
H -2.417 -4.514 -2.554  -0.02
H -2.755 -3.489 -1.132  -0.02
H -1.133 -3.468 -1.841  -0.04
H -3.829 -4.213 -4.633  -0.03
H -4.660 -2.761 -5.242  -0.04
H -5.092 -3.426 -3.658  -0.04
H -1.204 -3.518 -4.963  -0.01
H -0.426 -1.918 -4.780  -0.06
H -1.798 -2.134 -5.912  -0.02

Orbital gap: 5.51 eV
Charge: -2
Electronic energy: -66115.856 eV
Spin multiplicity: 1